A structure of composition C30H45Cl5MnO4Se2SiTe. Source: the OMol25 dataset; level of theory: ωB97M-V/def2-TZVPD.

Summary:
Electronic energy   -10283.0715 hartree
E_HOMO (alpha / beta)   -13.928 / -13.950 eV
E_LUMO (alpha / beta)   -8.640 / -6.770 eV
Expectation value of S²   4.04
Energy relative to the best compared isomer or geometry (same formula, charge and spin)   0.0 kJ/mol
Kohn-Sham gap (alpha / beta)   5.3 / 7.2 eV

Geometry as ORCA input:
```
! RIJCOSX wB97M-V def2-TZVPD def2/J DEFGRID3
* xyz 2 4
C -2.96 -2.10 -4.23
H -2.55 2.62 -3.29
C -3.14 0.84 -4.36
C -4.95 -0.14 1.23
C -0.18 -3.13 2.27
H 4.63 1.42 0.29
Cl -5.51 -1.49 2.10
H -1.99 -1.90 -4.67
C -5.54 1.12 1.32
C -5.02 2.19 0.59
H 0.82 2.18 4.01
H -0.14 -3.58 1.27
H 2.42 -3.40 -5.71
H -1.69 2.72 1.37
H 1.82 -0.98 4.08
H -0.50 2.84 4.98
H 1.65 -0.61 -1.46
H 5.83 -3.11 -3.14
H 2.38 3.71 0.28
H 4.83 -3.71 -5.32
H 3.24 0.20 2.59
C 2.33 -3.01 2.25
H -0.13 3.26 2.02
Cl -6.88 1.34 2.36
C 1.04 -2.25 2.51
H -2.94 2.31 4.31
O 1.35 1.48 1.04
H -0.74 3.12 -1.50
H 4.24 1.64 2.78
H 0.69 2.11 -1.14
C 3.97 -2.45 -2.30
H -1.10 -2.55 2.37
O -0.49 0.11 -0.11
C 3.22 1.30 2.59
C -3.91 2.01 -0.25
C -3.87 -0.24 0.38
C 2.79 3.34 1.22
H 3.82 3.70 1.31
C 1.71 -1.70 -1.45
H -1.65 3.82 2.75
H -4.10 1.33 -4.52
H 2.41 -3.86 2.93
C -2.55 1.47 3.73
C 1.00 -1.68 3.92
C 4.77 -2.96 -3.31
H 3.43 0.14 0.10
H 4.40 -2.20 -1.34
Cl -3.30 3.39 -1.09
Se -0.64 1.06 -2.94
Te -0.20 -2.47 -1.96
C -1.15 2.97 2.28
Se -3.50 -0.62 -3.08
H 2.35 -3.38 1.23
Si 0.33 0.26 1.35
H 0.06 -1.18 4.12
H 3.29 1.65 -0.84
C 3.57 1.22 0.13
H -2.54 0.59 4.37
H 0.36 -1.40 -4.37
H -2.94 -3.00 -3.62
H -1.67 2.36 -4.80
H 2.21 3.76 2.04
C 2.05 -2.60 -3.75
H 3.19 -2.36 2.42
C -1.15 1.77 3.22
C 0.57 -2.38 -3.95
H 1.95 -2.03 -0.44
C 4.21 -3.30 -4.54
O -0.74 0.58 2.50
H 1.12 -2.49 4.64
H 2.59 1.65 3.41
H -3.72 -2.21 -5.00
H -0.16 1.11 5.03
C 2.61 -2.26 -2.52
H 0.11 -3.15 -4.57
C -0.19 1.98 4.38
C 0.08 2.55 -1.93
O 1.00 -1.19 1.51
H -0.21 -3.94 3.00
Cl -3.04 -1.79 0.14
Cl -5.75 3.73 0.74
C -2.11 1.87 -3.93
H -2.87 0.34 -5.29
C 2.85 -3.12 -4.76
Mn -1.75 -0.26 -1.22
H 0.68 3.15 -2.61
H -3.22 1.29 2.89
C -3.31 0.77 -0.36
C 2.74 1.83 1.26
*
```